Computed, not measured: a 5-piece molecular cluster, C37H79N2O14P2S overall at a distorted geometry, with ωB97M-V/def2-TZVPD.

## Properties
E_HOMO: -4.59 eV
Calculated total energy: -3700.79871 hartree
Total charge: -1
Kohn-Sham gap: 6.4 eV
Lowest unoccupied orbital energy: 1.8355 eV

Last column: Löwdin charge in e.
CARTESIAN COORDINATES (ANGSTROEM)
1 C -3.293 -4.015 2.412  -0.117
2 C -2.975 -5.088 1.279  -0.238
3 C -2.921 -4.447 -0.171  -0.205
4 C -4.261 -3.723 -0.590  -0.209
5 C -3.989 -2.478 -1.532  -0.210
6 C -3.870 -1.143 -0.661  -0.180
7 C -2.322 -0.764 -0.558  -0.190
8 C -1.879 -0.752 0.971  -0.211
9 C -0.711 0.295 1.183  -0.219
10 C 0.568 -0.456 1.758  -0.294
11 C 1.383 -1.347 0.760  -0.329
12 P 2.794 -0.568 -0.294  0.279
13 S 2.337 1.495 0.298  0.530
14 C 4.262 0.186 -1.399  -0.372
15 C 4.634 1.678 -1.166  -0.376
16 N 4.436 2.540 -2.141  0.020
17 C 3.438 -2.267 -0.938  -0.312
18 C 2.638 -3.565 -0.683  -0.290
19 N 2.920 -4.304 0.351  0.044
20 C 1.634 -0.217 -1.787  -0.359
21 C 1.187 -1.323 -2.776  -0.237
22 C 2.029 -1.522 -4.124  -0.204
23 C 2.383 -0.182 -4.863  -0.229
24 C 1.121 0.521 -5.499  -0.203
25 C 1.648 1.647 -6.482  -0.208
26 C 0.745 2.961 -6.395  -0.203
27 C 1.485 4.077 -5.536  -0.157
28 C 0.706 5.456 -5.563  -0.229
29 O -0.569 5.356 -6.225  -0.228
30 C -1.490 6.265 -5.622  -0.135
31 P 4.271 -0.639 1.358  0.572
32 O 3.875 -1.417 2.622  -0.564
33 H -2.389 -3.897 3.071  0.078
34 H -3.563 -3.005 1.999  0.045
35 H -4.149 -4.383 3.035  0.055
36 H -3.764 -5.885 1.325  0.088
37 H -1.973 -5.534 1.527  0.104
38 H -2.777 -5.302 -0.897  0.108
39 H -2.017 -3.789 -0.261  0.102
40 H -4.906 -4.437 -1.177  0.103
41 H -4.841 -3.363 0.307  0.094
42 H -4.856 -2.330 -2.231  0.093
43 H -3.089 -2.659 -2.183  0.104
44 H -4.371 -0.332 -1.249  0.097
45 H -4.342 -1.281 0.343  0.088
46 H -1.654 -1.510 -1.071  0.089
47 H -2.149 0.284 -0.940  0.105
48 H -2.737 -0.540 1.676  0.098
49 H -1.563 -1.810 1.220  0.090
50 H -0.511 0.969 0.319  0.062
51 H -1.052 0.975 2.024  0.106
52 H 1.160 0.152 2.494  0.078
53 H 0.066 -1.203 2.463  0.101
54 H 1.736 -2.202 1.404  0.068
55 H 0.649 -1.762 -0.001  0.078
56 H 2.530 1.715 1.637  -0.158
57 H 5.183 -0.420 -1.110  0.051
58 H 4.119 -0.053 -2.493  0.069
59 H 5.157 2.103 -0.274  0.087
60 H 4.038 2.000 -2.924  0.000
61 H 4.431 -2.436 -0.415  0.053
62 H 3.757 -2.185 -2.019  0.068
63 H 1.841 -4.015 -1.336  0.095
64 H 3.688 -3.871 0.879  0.025
65 H 0.682 0.179 -1.309  0.046
66 H 2.011 0.691 -2.349  0.063
67 H 0.841 -2.308 -2.346  0.088
68 H 0.205 -0.933 -3.211  0.098
69 H 1.301 -2.059 -4.809  0.104
70 H 2.892 -2.227 -4.022  0.089
71 H 3.095 -0.455 -5.701  0.115
72 H 2.921 0.580 -4.246  0.075
73 H 0.483 -0.213 -6.059  0.112
74 H 0.541 0.966 -4.638  0.111
75 H 1.589 1.295 -7.547  0.102
76 H 2.727 1.903 -6.274  0.104
77 H 0.621 3.347 -7.443  0.107
78 H -0.237 2.667 -5.939  0.108
79 H 2.484 4.248 -6.028  0.110
80 H 1.600 3.736 -4.470  0.117
81 H 1.338 6.253 -6.049  0.122
82 H 0.519 5.773 -4.498  0.114
83 H -0.965 7.166 -5.193  0.085
84 H -2.232 6.664 -6.370  0.089
85 H -2.051 5.771 -4.775  0.097
86 H 4.546 0.714 1.796  -0.035
87 H 5.586 -1.120 0.975  -0.015
88 C -10.122 -6.615 3.308  -0.048
89 O -8.769 -6.336 2.958  0.003
90 C -7.870 -7.074 3.619  -0.618
91 O -8.116 -7.913 4.444  0.124
92 O -6.654 -6.716 3.200  0.001
93 C -5.587 -7.428 3.826  -0.040
94 H -10.757 -5.961 2.713  0.092
95 H -10.375 -7.651 3.075  0.097
96 H -10.299 -6.405 4.364  0.097
97 H -5.659 -8.495 3.614  0.100
98 H -5.583 -7.249 4.902  0.100
99 H -4.652 -7.055 3.410  0.081
100 C -5.793 -1.439 4.489  -0.043
101 O -6.534 -0.225 4.612  0.001
102 C -5.999 0.806 3.952  -0.617
103 O -4.992 0.780 3.298  0.128
104 O -6.781 1.875 4.146  -0.001
105 C -6.323 3.056 3.491  -0.047
106 H -6.315 -2.205 5.061  0.092
107 H -5.745 -1.757 3.447  0.091
108 H -4.791 -1.322 4.903  0.102
109 H -6.295 2.911 2.410  0.099
110 H -5.340 3.347 3.864  0.099
111 H -7.030 3.852 3.717  0.091
112 C 3.764 1.969 5.729  -0.034
113 O 3.006 2.992 6.382  -0.002
114 C 2.174 3.651 5.571  -0.620
115 O 2.032 3.451 4.397  0.131
116 O 1.527 4.573 6.296  -0.004
117 C 0.600 5.354 5.546  -0.051
118 H 4.401 1.503 6.480  0.092
119 H 3.106 1.207 5.311  0.101
120 H 4.398 2.397 4.952  0.099
121 H -0.180 4.721 5.120  0.098
122 H 1.112 5.911 4.761  0.097
123 H 0.137 6.063 6.231  0.089
124 C 6.600 5.280 -1.174  -0.036
125 O 7.972 5.475 -1.534  -0.001
126 C 8.829 4.713 -0.853  -0.619
127 O 8.546 3.915 -0.001  0.127
128 O 10.067 4.993 -1.286  -0.005
129 C 11.090 4.243 -0.637  -0.055
130 H 5.999 5.949 -1.788  0.092
131 H 6.289 4.254 -1.376  0.067
132 H 6.438 5.534 -0.125  0.097
133 H 10.957 3.175 -0.816  0.098
134 H 11.105 4.454 0.433  0.096
135 H 12.044 4.550 -1.065  0.089

Cartesian forces, eV/Å:
C 0.21 -0.35 -0.05
C 0.07 0.88 0.06
C -0.41 -0.97 0.25
C 0.32 0.19 -0.76
C -1.07 0.18 0.67
C 1.55 -0.60 -1.93
C -0.71 0.45 1.86
C 0.26 0.06 -0.90
C 0.20 -0.32 1.88
C -1.28 -0.73 0.81
C -0.59 -0.19 0.85
P -0.52 -0.77 -2.20
S -0.77 2.27 1.08
C 2.42 0.12 1.04
C -0.50 0.52 -2.92
N 0.60 -1.34 1.38
C 0.61 -1.54 -0.74
C 1.30 -0.87 1.58
N -0.55 0.68 -1.56
C -1.47 0.74 0.27
C -1.09 0.53 -1.72
C -0.92 -0.23 0.26
C -0.10 -0.81 -0.74
C 1.37 0.31 0.33
C -0.98 0.46 0.08
C 1.22 -0.21 0.07
C -0.78 0.00 -0.83
C 0.47 -0.32 0.77
O 0.12 0.80 0.62
C -0.48 0.61 0.27
P 0.60 -0.73 3.57
O 0.18 0.50 -1.23
H -0.97 0.04 -0.57
H 0.30 -0.98 0.38
H 0.71 0.46 -0.38
H 0.75 0.58 -0.22
H -1.02 0.17 -0.41
H 0.09 0.94 0.64
H -0.89 -0.37 0.17
H 0.57 0.47 0.85
H 0.52 -0.50 -0.90
H 0.64 -0.37 0.57
H -0.79 0.28 0.74
H 0.18 -0.58 0.81
H 0.38 0.26 -0.91
H -0.75 0.94 0.16
H -0.13 -1.24 0.07
H 0.76 0.02 -0.94
H -0.06 1.16 -0.13
H -0.11 -0.79 0.47
H 0.39 -0.52 -0.93
H -0.23 -0.38 -1.22
H 0.65 0.70 -0.66
H -0.02 0.83 -1.01
H 0.78 0.24 0.77
H -0.11 -0.46 -0.70
H -0.80 0.62 -0.34
H -0.02 0.55 1.09
H -0.62 -0.88 -0.49
H 0.03 0.42 0.24
H -1.07 0.06 -0.47
H -0.71 -0.01 1.00
H 0.70 0.98 0.35
H -0.28 0.01 0.02
H 0.98 -0.52 -0.47
H -0.31 -1.04 0.49
H 0.88 0.95 -0.13
H 0.93 -0.36 0.57
H 0.88 0.42 0.58
H -0.43 0.83 0.09
H -0.71 0.33 0.77
H -0.44 -0.74 -0.30
H 0.47 0.60 0.62
H 0.35 -0.35 -1.05
H 0.20 0.05 0.98
H -1.09 -0.30 -0.11
H -0.25 -0.21 1.09
H 0.78 0.56 -0.61
H -0.84 -0.31 0.80
H 0.12 0.27 -1.09
H -0.67 -0.65 0.34
H 0.28 -0.23 -0.94
H -0.43 -0.80 -0.43
H 0.76 -0.69 0.55
H 0.51 0.39 -0.79
H 0.27 -0.47 -0.66
H -0.42 0.41 -0.27
C -0.38 0.00 0.02
O 0.09 -0.02 0.02
C 0.15 0.20 -0.20
O -0.04 -0.02 0.02
O -0.18 0.02 0.00
C 0.42 -0.14 0.11
H 0.25 0.05 -0.06
H 0.07 0.02 0.16
H 0.06 -0.16 -0.03
H -0.10 0.06 0.13
H -0.11 -0.12 -0.06
H -0.20 0.14 -0.12
C 0.18 -0.42 0.01
O -0.06 0.16 0.00
C -0.14 -0.06 0.10
O -0.01 0.02 -0.01
O -0.04 -0.09 0.05
C 0.05 0.36 -0.14
H -0.15 0.23 0.02
H 0.14 0.10 0.05
H -0.01 0.05 -0.19
H 0.16 -0.05 0.09
H 0.01 -0.12 -0.14
H -0.09 -0.22 0.12
C 0.24 -0.38 -0.15
O -0.12 0.18 0.06
C 0.18 -0.17 0.20
O -0.08 0.09 -0.08
O 0.03 0.01 0.09
C -0.25 0.22 -0.11
H -0.15 0.19 0.12
H 0.06 0.13 -0.12
H -0.17 -0.04 -0.05
H 0.15 0.02 -0.12
H -0.06 -0.17 -0.06
H 0.17 -0.14 0.14
C -0.53 -0.15 0.09
O 0.33 0.00 0.07
C -0.31 0.20 -0.24
O 0.14 -0.01 0.06
O 0.05 0.04 -0.03
C 0.28 -0.13 0.08
H 0.27 0.00 -0.09
H -0.01 0.08 0.08
H 0.09 -0.13 -0.03
H -0.08 0.06 0.15
H -0.10 -0.14 -0.04
H -0.18 0.14 -0.12